The following is a DFT calculation (ωB97M-V/def2-TZVPD) of a structure of composition C16H31CrF3O3P2S at a distorted geometry.

Each line ends with the Löwdin spin population.
Positions of all 57 atoms, in Å:
P 1.59457 -1.43284 -2.32364  -0.01
P -0.90768 -1.06496 -0.59096  0.11
C -0.14168 -2.01963 -3.09479  -0.04
C -1.20941 -1.17735 -2.44508  0.02
H -0.24643 -3.09058 -2.87406  0.00
H -0.13839 -1.87122 -4.18221  0.00
H -1.14533 -0.12378 -2.78947  0.00
H -2.23728 -1.52098 -2.62177  0.00
C -1.52131 -2.57483 0.27321  0.05
H -2.10049 -2.24193 1.14285  0.00
H -0.69264 -3.21526 0.63649  0.01
H -2.17237 -3.13271 -0.40947  0.00
C -2.25821 0.07467 -0.35545  0.01
H -3.17639 -0.40758 -0.71096  0.00
H -2.09755 1.01290 -0.89610  0.00
H -2.38380 0.33531 0.69277  0.00
C 2.62145 -2.31825 -3.59133  0.01
H 3.55184 -1.76416 -3.81988  0.00
H 2.07266 -2.45256 -4.53228  0.00
H 2.89773 -3.32412 -3.22186  0.00
C 1.52500 0.30636 -2.98857  0.02
H 0.73717 0.86926 -2.48427  0.00
H 1.35466 0.37558 -4.06847  0.00
H 2.48005 0.78266 -2.75108  0.00
Cr 1.09572 -1.52978 -0.24406  3.71
C -2.99620 2.05750 2.55682  0.00
C -1.94253 1.24571 2.69004  0.00
C -0.50449 1.51303 2.38866  0.00
C -0.10494 2.89516 1.82104  0.00
C -0.53229 3.24208 0.41760  0.00
C -1.74663 3.36937 -0.13105  0.00
C -3.03484 3.65073 0.57868  0.00
C -2.99013 3.49161 2.11905  0.00
C 3.06639 -0.97326 -1.09285  0.00
H -4.00637 1.66052 2.74840  0.00
H -2.12557 0.22964 3.09639  0.00
H -0.11869 0.71119 1.72456  0.00
H 0.05485 1.37165 3.33867  0.00
H -0.33561 3.65866 2.58133  0.00
H 1.00051 2.85627 1.77233  0.00
H 0.34673 3.40929 -0.23260  0.00
H -1.78689 3.36416 -1.22961  0.00
H -3.81016 3.00389 0.14864  0.00
H -3.31870 4.67964 0.30044  0.00
H -2.14113 4.05801 2.50621  0.00
H -3.88242 3.99451 2.50868  0.00
H 2.80765 -0.11495 -0.44464  0.01
H 3.79210 -0.62472 -1.81482  0.00
H 3.52303 -1.78675 -0.50334  0.01
F 3.80175 -1.66181 3.99975  0.00
C 3.74088 -2.41131 2.87863  0.00
F 4.57354 -1.88365 1.95290  0.00
F 4.14257 -3.67065 3.15131  0.00
S 1.99036 -2.47024 2.23487  0.01
O 2.12619 -3.20899 0.95367  0.03
O 1.25258 -3.09302 3.29795  0.00
O 1.65663 -1.05747 1.93273  0.03

Calculated values
Molecular weight ... 474.4 Da
Spin multiplicity ... 5
Net charge ... 0
Energy above the lowest of the compared OMol25 structures with the same formula, charge and spin ... 0.0 kcal/mol
E_tot ... -89220.5712 eV